{
  "formula": "C35H39CoN4O3P",
  "method": "ωB97M-V with the def2-TZVPD basis set",
  "gap_ha": [0.232, 0.218],
  "e_homo_ev": [-9.96, -10.00],
  "spin_multiplicity": 5,
  "charge": 1,
  "relative_energy_kj_mol": 107.45,
  "symbols": ["Co", "O", "C", "C", "C", "C", "C", "C", "C", "N", "C", "C", "N", "C", "C", "C", "C", "C", "C", "C", "O", "H", "H", "H", "H", "H", "H", "H", "H", "H", "H", "H", "H", "H", "H", "C", "P", "C", "C", "C", "C", "C", "C", "C", "C", "C", "C", "C", "C", "H", "H", "H", "H", "H", "H", "H", "H", "H", "H", "H", "H", "H", "C", "N", "C", "C", "C", "N", "C", "C", "O", "H", "H", "H", "H", "H", "H", "H", "H", "H", "H", "H", "H"],
  "coordinates": [[0.446171, 0.167546, 0.656271], [0.274509, -0.175901, -1.320093], [-0.468921, -1.055267, -1.816703], [-0.097110, -1.731407, -3.036496], [-0.845774, -2.747264, -3.515750], [-2.023952, -3.234055, -2.840216], [-2.421752, -2.633588, -1.706284], [-1.703091, -1.494901, -1.176183], [-2.165620, -0.946301, -0.009521], [-1.831670, 0.262992, 0.507167], [-2.364470, 0.541588, 1.882108], [-1.316767, 0.331707, 2.990069], [-0.012567, 0.760280, 2.521773], [0.740715, 1.546579, 3.195565], [2.075279, 1.928618, 2.800955], [2.675056, 2.965215, 3.551474], [3.952195, 3.391292, 3.309705], [4.691000, 2.741412, 2.305317], [4.156301, 1.709004, 1.576332], [2.827224, 1.267282, 1.774944], [2.371636, 0.285741, 1.051345], [0.799135, -1.390286, -3.536834], [-0.543007, -3.228290, -4.439236], [-2.583980, -4.061632, -3.252454], [-3.317570, -2.966566, -1.192670], [-2.886506, -1.525979, 0.566322], [-3.230838, -0.095930, 2.067867], [-2.703954, 1.575861, 1.885301], [-1.245891, -0.729981, 3.235478], [-1.633089, 0.872277, 3.886213], [0.364584, 1.961667, 4.136999], [2.090123, 3.433004, 4.337953], [4.389558, 4.195661, 3.883996], [5.708250, 3.058202, 2.106849], [4.736240, 1.200112, 0.816230], [0.800634, 4.383709, 0.449528], [0.337740, 2.713945, -0.102906], [-1.482745, 2.728577, -0.108843], [-2.165441, 1.444902, -0.498060], [-3.650820, 1.534660, -0.573020], [-4.333769, 2.629643, -0.169999], [-3.644769, 3.768365, 0.310955], [-2.232439, 3.787187, 0.309427], [0.758367, 2.768077, -1.874807], [-0.160277, 3.044008, -2.882529], [0.227395, 3.018689, -4.216946], [1.542719, 2.727983, -4.549258], [2.470069, 2.462053, -3.547453], [2.077405, 2.470343, -2.216424], [0.300769, 5.153133, -0.139337], [1.877951, 4.474043, 0.307455], [0.589294, 4.521561, 1.510459], [-1.758861, 1.096590, -1.447778], [-4.176904, 0.662051, -0.946364], [-5.414834, 2.642215, -0.225258], [-4.196155, 4.636300, 0.643907], [-1.735425, 4.696584, 0.623400], [-1.185048, 3.295995, -2.630477], [-0.495056, 3.233960, -4.993949], [1.847438, 2.713065, -5.587668], [3.496835, 2.236383, -3.805323], [2.795385, 2.226007, -1.437744], [2.472155, -2.596297, -0.181632], [1.366762, -3.504290, 0.092063], [1.503404, -4.836216, -0.489919], [0.780336, -5.861052, 0.349315], [-0.646842, -5.412362, 0.534120], [-0.684897, -4.051381, 1.054158], [-1.848319, -3.712241, 1.846554], [0.278080, -3.118709, 0.800396], [0.120635, -1.948703, 1.214889], [2.577758, -2.446601, -1.257688], [3.395373, -3.037544, 0.198581], [2.338084, -1.642618, 0.306008], [2.568442, -5.061209, -0.537352], [1.123035, -4.833765, -1.518421], [1.267675, -5.943891, 1.323333], [0.811660, -6.837833, -0.132086], [-1.169553, -6.053796, 1.244242], [-1.190895, -5.464187, -0.416763], [-2.765521, -3.916411, 1.284740], [-1.814268, -2.663475, 2.118103], [-1.873973, -4.306109, 2.762601]],
  "forces_ev_per_angstrom": [[0.9, -0.2, 0.3], [0.1, 0.2, 0.0], [-0.3, -0.5, -0.3], [0.0, 0.3, 0.4], [-0.3, -0.4, -0.1], [0.3, 0.0, -0.3], [0.1, 0.2, 0.2], [-0.2, -0.2, -0.3], [-0.1, -0.2, 0.1], [-0.5, 0.7, 0.3], [0.2, 0.0, -0.2], [0.1, 0.0, -0.3], [-0.4, 0.0, -0.1], [0.2, 0.0, -0.1], [0.0, 0.1, 0.1], [-0.1, 0.0, 0.0], [0.1, 0.0, -0.1], [0.0, 0.1, 0.1], [0.0, 0.0, 0.0], [-0.2, -0.1, 0.1], [-0.2, 0.3, 0.1], [0.0, 0.0, 0.0], [0.0, 0.0, 0.0], [0.1, 0.0, 0.0], [0.0, 0.0, 0.0], [0.0, 0.0, 0.0], [0.0, 0.0, 0.0], [0.0, 0.0, 0.0], [0.0, 0.0, 0.0], [0.0, 0.0, 0.0], [0.1, 0.0, 0.0], [0.0, 0.0, 0.0], [0.0, 0.0, 0.0], [0.0, 0.0, 0.0], [0.0, 0.0, 0.0], [0.0, 0.1, 0.1], [-0.2, -0.3, -0.3], [0.0, -0.2, 0.1], [0.2, 0.0, 0.1], [0.0, 0.0, -0.1], [0.0, 0.1, 0.1], [0.1, -0.1, 0.0], [-0.2, 0.1, 0.0], [0.0, 0.0, -0.1], [0.0, 0.1, 0.0], [0.0, 0.0, 0.1], [0.0, 0.0, 0.1], [-0.1, 0.0, 0.0], [0.0, -0.1, 0.0], [0.0, 0.0, 0.0], [0.0, 0.0, 0.0], [0.0, 0.0, 0.0], [0.1, -0.1, 0.0], [0.0, 0.0, 0.0], [0.0, 0.0, 0.0], [0.0, 0.0, 0.0], [0.0, 0.0, 0.0], [0.0, 0.0, 0.0], [0.0, 0.0, 0.0], [0.0, 0.0, 0.0], [0.0, 0.0, 0.0], [0.0, 0.0, 0.0], [-0.1, -0.1, 0.0], [-0.1, 0.0, 0.0], [0.0, 0.1, 0.0], [0.1, -0.1, 0.1], [-0.1, 0.1, 0.0], [0.0, 0.0, 0.0], [0.0, 0.0, 0.0], [0.0, -0.1, -0.2], [0.2, 0.3, 0.1], [0.0, 0.0, 0.0], [0.0, 0.0, 0.0], [0.0, 0.0, 0.0], [0.0, 0.0, 0.0], [0.0, 0.0, 0.0], [0.0, 0.0, 0.0], [0.0, 0.0, 0.0], [0.0, 0.0, 0.0], [0.0, 0.0, 0.0], [0.0, 0.0, 0.0], [0.0, 0.0, 0.0], [0.0, 0.0, 0.0]],
  "lowdin_spin": [2.689, 0.041, 0.015, 0.002, 0.007, 0.003, 0.003, 0.008, 0.027, 0.059, 0.004, 0.006, 0.042, 0.002, 0.006, -0.001, 0.004, 0.000, 0.005, 0.007, 0.073, 0.000, 0.000, 0.000, 0.000, 0.001, 0.001, 0.002, 0.000, 0.002, 0.002, 0.000, 0.000, 0.000, 0.000, 0.010, 0.060, 0.203, 0.062, 0.212, 0.012, 0.320, 0.010, 0.017, 0.006, 0.000, 0.001, 0.000, 0.003, 0.002, 0.000, 0.000, 0.020, 0.009, -0.005, 0.018, -0.005, 0.002, 0.000, 0.000, 0.000, 0.000, 0.000, 0.000, 0.000, 0.000, 0.000, 0.002, 0.000, 0.004, 0.025, 0.000, 0.000, 0.000, 0.000, 0.000, 0.000, 0.000, 0.000, 0.000, 0.000, 0.000, 0.000]
}

---

{
  "formula": "C5H12ClNOSi",
  "method": "ωB97M-V with the def2-TZVPD basis set",
  "gap_ha": [0.296, 0.214],
  "e_homo_ev": [-7.34, -6.74],
  "charge": 0,
  "relative_energy_kj_mol": 205.13,
  "symbols": ["C", "C", "C", "C", "C", "N", "O", "Si", "Cl", "H", "H", "H", "H", "H", "H", "H", "H", "H", "H", "H", "H"],
  "coordinates": [[-0.980629, -2.498321, 2.476956], [-1.390706, -1.284108, 2.216929], [-1.295253, 1.222777, -2.246212], [-0.690761, -0.085862, 2.726277], [-0.419740, 0.427012, -1.282635], [3.070588, 1.525284, -2.248231], [-0.421066, 0.749770, -0.028432], [0.530447, 0.403040, 1.308107], [1.553184, -1.337675, 0.790977], [-1.214431, -3.311153, 1.750006], [-0.105602, -2.854741, 3.101035], [-2.277855, -1.051810, 1.664661], [-1.983545, 0.415109, -2.504213], [-1.680836, 2.096557, -1.739312], [-0.575848, 1.333425, -2.986494], [-0.073076, -0.311519, 3.606889], [-1.433438, 0.728100, 2.769923], [2.213444, 1.906750, -2.709548], [0.190087, -0.469570, -1.708298], [3.994118, 1.819692, -2.720880], [2.990919, 0.577243, -2.237505]],
  "forces_ev_per_angstrom": [[1.5, -3.3, -1.1], [0.2, 1.0, 1.2], [0.8, -2.5, 2.6], [-0.4, 0.2, -0.9], [0.3, -0.8, -0.8], [0.9, 4.1, -1.1], [-0.3, -0.5, 0.0], [0.8, 0.5, 0.8], [0.1, -0.2, -0.2], [-0.7, 0.4, 1.0], [-1.0, 1.2, -0.5], [-0.2, -0.3, -0.8], [-0.7, 0.8, -0.6], [-0.2, 0.1, -0.4], [0.5, 1.1, -2.2], [-0.4, 0.5, -0.1], [0.7, 0.1, 0.7], [1.5, -0.3, 0.3], [-1.0, 1.6, 1.2], [-2.4, -0.6, 0.8], [0.0, -3.2, 0.0]],
  "lowdin_charge": [-0.077, -0.344, -0.040, -0.327, -0.257, 0.006, -0.280, 0.320, 0.259, 0.065, 0.078, 0.096, 0.086, 0.087, 0.038, 0.077, 0.073, 0.017, 0.133, 0.056, -0.065]
}